Record 1
# C37H28CsOP2S4

A molecular structure, C37H28CsOP2S4 (wB97M-V/def2-TZVPD, the OMol25 dataset).

- E_HOMO (eV) = -2.376
- total energy (eV) = -103338.8877
- multiplicity = 1
- energy above the lowest of the compared OMol25 structures with the same formula, charge and spin (kcal per mole) = 5.10
- frontier orbital gap (eV) = 4.0
- total charge = -1

Geometry (Å):
C (4.5961, -0.7429, -1.3361)
H (-7.5797, -2.4078, -2.4905)
C (-6.8456, -1.1846, -0.8891)
H (-7.8286, -0.9935, -0.4771)
C (-5.4391, -2.2282, -2.5277)
H (2.6704, -3.9095, 2.7920)
C (-4.0974, 1.9773, 1.2796)
C (4.8555, -0.6564, -2.7038)
H (-3.3380, -1.9010, -2.3078)
C (2.7944, -2.3975, 1.2742)
H (-1.0313, 3.1192, -4.2242)
C (-4.5618, 2.6406, 2.4051)
H (0.5170, 2.3036, -2.4943)
P (2.8541, -0.5986, -0.7928)
C (1.4496, 1.7758, -0.2819)
C (3.0096, -1.9469, 3.6125)
C (3.1477, -0.1414, 2.0218)
C (-3.5269, 0.7137, 1.3977)
C (-1.0195, 1.3128, -1.3659)
C (-5.7257, -0.6325, -0.2756)
C (6.1510, -0.7609, -3.1874)
H (-5.8480, -0.0174, 0.6063)
H (-4.2865, 1.2052, -2.2190)
C (-3.2345, 1.4587, -2.2596)
H (3.2656, 0.9173, 1.8237)
S (0.0253, 0.7065, -0.0131)
H (5.4647, -1.0532, 0.6008)
C (-6.7070, -1.9769, -2.0165)
C (7.2025, -0.9781, -2.3071)
H (0.3237, 3.4859, 0.3241)
C (6.9519, -1.0864, -0.9467)
C (-2.3770, 0.9687, -1.2770)
C (-4.4520, -0.8720, -0.7823)
C (2.8286, -2.8570, 2.5822)
H (2.9947, -2.2958, 4.6370)
H (-4.9989, 3.6269, 2.3095)
H (3.3109, 0.1116, 4.1385)
C (2.9393, -1.0404, 0.9743)
S (0.9418, -5.6982, 1.0937)
C (-3.4131, 0.1228, 2.6534)
S (-0.8607, -3.9818, 2.8232)
C (2.6850, 1.2343, -0.6457)
H (4.0315, -0.5104, -3.3944)
H (6.3370, -0.6887, -4.2516)
C (1.2885, 3.1269, -0.0139)
H (4.7227, 1.7365, -1.0858)
H (7.7666, -1.2695, -0.2575)
P (-2.9073, -0.2592, -0.0056)
C (3.5883, 3.4806, -0.5825)
C (-2.7615, 2.2398, -3.3045)
H (-3.7898, 0.3191, 4.7504)
C (-3.8870, 0.7845, 3.7783)
H (4.4333, 4.1464, -0.7068)
H (-3.4519, 2.6086, -4.0527)
H (-2.9329, -0.8446, 2.7561)
C (-1.4107, 2.5296, -3.3994)
C (0.4107, -5.1626, 2.6671)
H (8.2135, -1.0752, -2.6822)
S (1.1664, -5.7653, 4.0430)
C (5.6565, -0.9655, -0.4615)
O (-0.6340, 1.2067, 1.2222)
H (2.6516, -3.1292, 0.4847)
Cs (-0.2019, -2.9548, -0.1797)
H (-4.8203, 2.5612, 4.5341)
H (-5.3191, -2.8583, -3.3999)
C (3.1766, -0.5988, 3.3315)
C (-0.5360, 2.0678, -2.4253)
C (-4.4607, 2.0414, 3.6547)
H (-4.1717, 2.4485, 0.3059)
C (2.3620, 3.9862, -0.1701)
C (-4.3249, -1.6885, -1.9093)
H (2.2455, 5.0433, 0.0315)
C (3.7509, 2.1215, -0.8053)

Record 2
# C37H28F5IrN2P2

A molecular structure, C37H28F5IrN2P2 (wB97M-V/def2-TZVPD, the OMol25 dataset).

- E_HOMO (spin up / spin down) (eV) = -7.200 / -7.200
- total energy (eV) = -76807.8816
- multiplicity = 1
- energy above the lowest of the compared OMol25 structures with the same formula, charge and spin (kcal per mole) = 0.00
- frontier orbital gap (spin up / spin down) (eV) = 7.2 / 7.2
- total charge = 0

Geometry (Å):
C (2.7026, -0.4521, -1.3663)
H (2.8777, -3.2145, -3.3202)
P (1.4597, 0.6732, -0.6602)
H (-3.4274, -5.1509, -2.0261)
H (-1.7208, -0.2269, 5.5536)
H (-2.6825, 1.2954, 0.9456)
C (-0.3030, -2.1837, 1.0159)
C (2.4875, 2.9901, 0.5627)
H (4.3934, 0.4873, -0.4182)
H (-5.3819, -4.5607, -0.6272)
C (-4.6614, -3.8018, -0.9037)
C (-2.7985, -1.8387, -1.6239)
C (4.5453, -2.3066, -2.3199)
C (-1.3889, 0.1443, 2.2006)
F (-1.6702, 4.8986, -3.6457)
C (-3.0271, 0.9255, 4.2990)
C (-1.5201, -4.2387, 1.3497)
P (-0.3456, -0.3861, 0.8254)
C (3.2081, -2.4130, -2.6724)
H (3.1854, 4.8154, 1.4404)
N (-1.8470, -0.8911, -1.9548)
H (-4.0381, -0.4864, -0.5232)
C (4.9691, -1.2673, -1.4998)
C (2.8146, 2.7748, -1.8110)
H (2.2357, -1.1487, 2.2954)
C (3.0902, 4.2409, 0.5282)
C (0.8193, -2.9177, 0.6386)
C (-4.8360, -2.4872, -0.4908)
C (-0.8955, 2.3761, -1.1016)
C (-3.3092, 1.3467, 3.0079)
C (-1.1203, -0.2913, 3.4975)
C (-2.4879, 0.9631, 1.9582)
C (-3.9153, -1.5143, -0.8426)
H (1.7284, -2.4080, 0.3427)
C (2.2878, -1.4904, -2.1946)
C (-1.2114, 5.1970, -1.3565)
H (3.1832, 0.2337, 1.7280)
C (-1.4702, -2.8541, 1.3880)
H (-4.1651, 1.9814, 2.8193)
C (4.0532, -0.3389, -1.0315)
H (-0.2893, -0.9623, 3.6825)
C (-3.5655, -4.1298, -1.6925)
H (-3.6649, 1.2327, 5.1179)
C (-1.9323, 0.1081, 4.5466)
C (-1.3718, 4.3683, -2.4548)
F (-1.3474, 2.2525, -3.4163)
F (-1.3599, 6.5192, -1.4736)
C (0.7730, -4.3034, 0.6266)
H (-0.4373, -6.0449, 0.9473)
C (-0.8920, 4.6282, -0.1402)
C (2.3526, 2.2482, -0.6055)
F (-0.7177, 5.4054, 0.9368)
F (-0.4073, 2.7832, 1.1811)
N (1.2397, 0.1585, 0.9678)
H (-2.4370, -4.7506, 1.6116)
H (1.9153, 0.4781, 2.9337)
H (2.0947, 2.6090, 1.4961)
H (5.2617, -3.0279, -2.6914)
C (3.4103, 4.0236, -1.8442)
C (-0.3987, -4.9634, 0.9707)
H (-5.6944, -2.2196, 0.1139)
Ir (-0.7253, 0.2890, -1.2385)
C (3.5510, 4.7577, -0.6726)
H (3.7593, 4.4285, -2.7851)
H (1.6521, -4.8662, 0.3396)
H (-2.3420, -2.2957, 1.6985)
C (-1.2090, 3.0056, -2.3022)
H (-1.7927, -3.4071, -2.6764)
C (-2.6493, -3.1597, -2.0625)
H (6.0142, -1.1752, -1.2342)
H (4.0125, 5.7362, -0.6997)
H (1.2375, -1.5769, -2.4541)
H (2.6986, 2.2096, -2.7298)
C (-0.7470, 3.2533, -0.0444)
C (2.1903, -0.0869, 2.0405)